Record 1
Computed, not measured: a cluster of 10 separate species, C4H25NO12 in total at a distorted geometry, with ωB97M-V with the def2-TZVPD basis set.

```
! wB97M-V def2-TZVPD RIJCOSX def2/J DEFGRID3
* xyz 0 1
N -0.13 -1.21 1.08
C 1.00 -1.02 0.12
C 2.06 -2.06 0.51
O 1.97 -2.85 1.40
C 1.69 0.36 0.29
C 0.89 1.60 0.72
O -0.20 1.44 1.37
O 1.39 2.69 0.43
H -0.62 -2.08 0.89
H 0.35 -1.40 2.00
H -0.59 -0.26 1.21
H 0.63 -1.30 -0.86
H 2.87 -2.11 -0.26
H 2.17 0.59 -0.67
H 2.54 0.34 0.98
O -3.84 -1.14 -1.21
H -3.09 -1.00 -1.76
H -3.79 -0.76 -0.34
O 0.32 1.40 -3.20
H -0.42 2.01 -3.18
H 1.13 1.76 -2.78
O -2.60 -1.46 2.10
H -2.55 -0.54 2.45
H -3.41 -1.90 2.35
O -2.78 1.15 2.55
H -1.97 1.68 2.44
H -3.34 1.62 3.16
O -0.56 4.11 -1.11
H -0.37 3.27 -0.68
H 0.19 4.61 -0.75
O 1.37 -0.92 3.41
H 1.07 -0.01 3.41
H 0.87 -1.16 4.20
O -0.66 -3.59 -1.01
H -0.13 -4.31 -1.38
H -1.56 -3.63 -1.34
O 1.08 -1.17 -3.40
H 0.67 -0.39 -2.98
H 0.82 -1.06 -4.32
O 2.48 2.57 -2.06
H 2.26 2.87 -1.14
H 2.77 3.27 -2.64
*
```

Computed properties:
LUMO energy ... 0.10 eV
Kohn-Sham gap ... 9.911 eV
Structure (SMILES) ... [NH3+][C@H](C=O)CC(=O)[O-].O.O.O.O.O.O.O.O.O
Relative energy (zero: lowest compared OMol25 entry of this formula, charge and spin) ... 12.86 kcal per mole

---

Record 2
Computed, not measured: a cluster of 9 separate species, C4H26N2O9S in total at a distorted geometry, with ωB97M-V with the def2-TZVPD basis set.

```
! wB97M-V def2-TZVPD RIJCOSX def2/J DEFGRID3
* xyz 1 2
N -1.11 2.14 -0.33
C -0.65 0.83 -0.83
C -0.32 -0.13 0.32
C -1.55 -1.04 0.65
S -2.99 -0.29 1.49
C 0.72 1.05 -1.54
N 0.98 0.16 -2.58
O 1.54 1.95 -1.38
H -1.26 2.79 -1.09
H -0.45 2.56 0.33
H -1.47 0.44 -1.48
H 0.53 -0.86 0.20
H 0.01 0.50 1.16
H -1.24 -1.72 1.41
H -2.11 -1.41 -0.31
H -2.68 1.02 1.30
H 1.82 0.17 -3.14
H 0.29 -0.57 -2.85
H 4.30 -1.03 0.71
H 3.45 -1.24 1.95
O 3.77 -0.51 1.33
H 0.19 2.46 3.75
H 1.05 1.70 2.49
O 0.30 1.72 3.17
H 3.56 -0.71 -1.96
H 4.38 0.14 -1.01
O 4.39 -0.65 -1.55
H 0.12 0.20 3.82
H -0.82 -0.83 3.88
O -0.07 -0.57 4.41
H 2.02 1.82 0.44
H 2.89 1.04 1.45
O 2.20 1.63 1.38
H -2.36 -1.22 -2.35
H -2.17 -2.68 -2.66
O -1.62 -1.83 -2.55
H -4.36 0.36 -1.66
H -4.41 -0.97 -0.93
O -4.14 -0.55 -1.75
H -0.09 -2.53 -2.34
H 1.18 -3.36 -2.69
O 0.84 -2.62 -2.23
*
```

Computed properties:
<S²> ... 0.753
LUMO energy (spin up / spin down) ... -3.62 / -8.75 eV
Kohn-Sham gap (spin up / spin down) ... 9.536 / 4.380 eV
Relative energy (zero: lowest compared OMol25 entry of this formula, charge and spin) ... 0.00 kcal per mole

---

Record 3
Computed, not measured: a cluster of 8 separate species, C4H26N3O7 in total at a distorted geometry, with ωB97M-V with the def2-TZVPD basis set.

```
! wB97M-V def2-TZVPD RIJCOSX def2/J DEFGRID3
* xyz 1 1
C 1.42 2.97 0.74
C 0.37 2.27 1.57
C 0.33 0.73 1.59
N -2.26 0.86 0.74
C -1.34 0.53 -0.15
N -0.09 0.25 0.26
N 2.79 2.66 1.13
H 1.32 4.06 0.68
H 1.28 2.69 -0.38
H 0.29 2.77 2.58
H -0.52 2.67 1.05
H 1.36 0.17 1.69
H -0.33 0.44 2.44
H -3.03 1.48 0.45
H -2.02 0.74 1.76
H -1.53 0.62 -1.21
H 0.66 -0.03 -0.38
H 3.14 3.33 1.80
H 3.15 1.76 0.93
H -3.23 -1.03 2.37
H -1.99 -1.29 3.16
O -2.66 -0.60 3.02
H 2.10 -3.08 0.50
H 2.75 -3.79 -0.65
O 2.28 -2.97 -0.44
H 0.51 -2.91 1.82
H -0.78 -2.72 1.06
O -0.32 -2.41 1.85
H 2.71 -1.44 -1.32
H 3.65 -0.35 -1.94
O 2.79 -0.51 -1.55
H -2.71 -3.10 -2.37
H -3.56 -1.86 -2.30
O -2.69 -2.18 -2.07
H -0.80 1.88 -4.30
H -1.17 0.48 -3.69
O -1.24 1.44 -3.56
H -0.91 -1.61 -2.11
H 0.46 -1.85 -2.39
O -0.15 -1.09 -2.43
*
```

Computed properties:
LUMO energy ... -2.95 eV
Kohn-Sham gap ... 8.181 eV
Relative energy (zero: lowest compared OMol25 entry of this formula, charge and spin) ... 34.71 kcal per mole

---

Record 4
Computed, not measured: a cluster of 9 separate species, C4H26NO10 in total at a distorted geometry, with ωB97M-V with the def2-TZVPD basis set.

```
! wB97M-V def2-TZVPD RIJCOSX def2/J DEFGRID3
* xyz 1 1
O 1.93 2.53 -0.89
C 0.81 2.48 -0.55
C -0.17 1.42 -1.01
C 0.66 0.34 -1.96
C 0.92 0.99 -3.30
O -0.17 -0.73 -2.33
N -0.95 0.56 -0.06
H 0.34 3.12 0.41
H -0.99 1.79 -1.71
H 1.41 -0.08 -1.32
H 1.44 0.26 -3.97
H -0.10 1.17 -3.81
H 1.54 1.94 -3.17
H 0.16 -1.57 -1.84
H -1.78 0.10 -0.47
H -1.32 1.14 0.83
H -0.31 -0.17 0.31
H -1.15 -3.32 -0.35
H 0.38 -2.84 -0.06
O -0.52 -2.67 -0.48
H -0.87 2.50 2.64
H -2.28 2.71 2.55
O -1.51 2.76 1.92
H 2.19 -2.45 1.64
H 1.52 -1.24 2.07
O 1.28 -2.14 1.85
H -4.23 -1.16 -0.27
H -3.19 -1.91 -1.18
O -3.46 -1.04 -0.85
H -0.75 -2.73 1.82
H -1.27 -2.91 3.14
O -1.55 -2.53 2.38
H 4.25 -0.78 -0.54
H 3.35 -0.40 -1.72
O 3.26 -0.57 -0.73
H 2.48 0.64 0.69
H 2.22 1.34 2.09
O 1.83 0.67 1.48
H -1.68 -1.07 2.44
H -2.51 0.27 2.75
O -1.77 0.01 2.44
*
```

Computed properties:
LUMO energy ... -2.74 eV
Kohn-Sham gap ... 9.940 eV
Relative energy (zero: lowest compared OMol25 entry of this formula, charge and spin) ... 99.93 kcal per mole

---

Record 5
Computed, not measured: a cluster of 10 separate species, C4H26NO11S in total at a distorted geometry, with ωB97M-V with the def2-TZVPD basis set.

```
! wB97M-V def2-TZVPD RIJCOSX def2/J DEFGRID3
* xyz 0 2
O -2.03 -3.56 0.47
C -1.23 -2.92 1.10
C -0.93 -1.52 0.56
C -1.60 -0.53 1.50
S -3.37 -0.51 1.46
N 0.46 -1.43 0.49
C 0.90 -0.28 -0.36
O 0.88 0.81 0.37
H -0.49 -3.07 1.85
H -1.29 -1.46 -0.42
H -1.28 0.52 1.47
H -1.22 -0.66 2.53
H -3.64 -1.50 0.62
H 1.06 -1.40 1.39
H 1.92 -0.55 -0.64
H 0.23 -0.28 -1.18
H -3.16 2.23 -2.27
H -2.01 2.15 -1.24
O -3.02 2.31 -1.35
H 2.91 2.67 -0.86
H 2.14 1.77 0.01
O 3.05 2.34 -0.03
H 3.19 2.08 1.92
H 2.08 1.25 1.57
O 2.81 1.32 2.25
H 0.21 0.46 -4.22
H -0.74 0.60 -3.04
O -0.56 0.93 -3.86
H -0.27 1.76 -0.35
H -0.65 3.18 -0.39
O -0.63 2.47 -0.99
H 2.15 -0.32 3.52
H 2.62 -0.90 2.21
O 2.45 -1.21 3.07
H 1.06 -2.71 -2.01
H 1.36 -2.34 -3.48
O 0.62 -2.54 -2.77
H 0.85 3.67 2.24
H 0.87 2.24 2.69
O 0.39 3.04 2.73
H -2.39 -3.08 -1.58
H -1.43 -2.36 -2.60
O -2.27 -2.67 -2.39
*
```

Computed properties:
<S²> ... 0.755
LUMO energy (spin up / spin down) ... -0.29 / -5.71 eV
Kohn-Sham gap (spin up / spin down) ... 9.478 / 3.865 eV
Relative energy (zero: lowest compared OMol25 entry of this formula, charge and spin) ... 77.85 kcal per mole

---

Record 6
Computed, not measured: a cluster of 10 separate species, C4H27N2O11 in total at a distorted geometry, with ωB97M-V with the def2-TZVPD basis set.

```
! wB97M-V def2-TZVPD RIJCOSX def2/J DEFGRID3
* xyz 2 2
N -0.34 -1.34 0.63
C 0.10 0.09 0.63
C -0.87 1.18 0.05
C -2.22 1.52 0.67
O -2.53 1.06 1.74
C 1.54 0.05 0.05
N 2.24 1.25 0.06
O 2.08 -1.00 -0.20
H 0.07 -1.91 -0.15
H 0.11 -1.83 1.49
H -1.41 -1.41 0.61
H 0.27 0.35 1.73
H -0.35 2.20 -0.14
H -1.16 0.71 -1.00
H -2.84 2.16 0.10
H 3.19 1.29 -0.23
H 1.80 2.16 0.16
H 1.22 -2.78 3.23
H 2.26 -1.97 2.18
O 1.37 -2.39 2.38
H -0.87 2.06 2.81
H 0.27 2.25 3.90
O 0.04 2.10 3.00
H 3.72 -1.93 1.25
H 4.11 -0.54 1.82
O 3.76 -1.38 2.10
H -2.20 -0.31 -2.49
H -3.58 0.66 -2.46
O -2.89 0.15 -1.91
H -0.45 -0.72 -3.35
H -1.44 -1.86 -4.14
O -1.25 -0.99 -3.85
H -0.35 1.52 -3.31
H 1.21 1.22 -3.53
O 0.40 1.02 -3.02
H 1.41 4.32 1.05
H 1.24 3.29 2.18
O 1.84 3.51 1.41
H -3.72 -0.82 -0.68
H -4.02 -1.14 0.80
O -3.43 -1.33 0.08
H -0.14 -3.85 -1.91
H 1.34 -3.51 -1.88
O 0.46 -3.10 -1.86
*
```

Computed properties:
<S²> ... 0.757
LUMO energy (spin up / spin down) ... -8.51 / -12.68 eV
Kohn-Sham gap (spin up / spin down) ... 8.156 / 3.971 eV